Computed, not measured: a molecular structure, C2H8ClN2O in a non-equilibrium geometry, with ωB97M-V/def2-TZVPD.

The geometry in XYZ format:
```
14
Properties=species:S:1:pos:R:3:forces:R:3
C 2.281840 -0.161805 -0.614412 -3.854 2.741 1.168
C -1.216365 1.901249 0.713148 0.825 4.609 1.759
N -0.530542 1.175422 0.164891 -0.605 -3.172 -1.491
N -1.241596 -1.921764 -0.112575 -0.021 0.652 -0.820
O -1.276852 3.004497 1.425554 -0.334 -1.512 0.380
Cl 3.649623 0.846384 0.118802 -1.335 -1.577 -1.125
H 2.161571 -1.214259 -0.359816 0.505 0.188 1.624
H 2.184235 -0.349517 -1.654814 1.262 1.128 -1.523
H -1.871207 -1.428001 0.433888 -1.502 1.135 2.573
H 1.149981 0.561114 -0.410796 4.046 -2.769 -0.337
H -1.840887 -2.543462 -0.572691 -0.907 -1.611 -1.455
H -1.012384 -1.139765 -0.730591 1.584 -0.260 -0.305
H -0.588562 -2.451662 0.440803 1.033 0.364 0.083
H -1.848856 3.721569 1.158609 -0.698 0.085 -0.532
```
Forces are in eV/Å.

Results
- Charge: +1
- LUMO: -0.1529 hartree
- Strongest force on any atom: 5.00 eV/Å
- Kohn-Sham gap: 0.32251 hartree


Computed, not measured: a single C4H5F2NO3 molecule, with ωB97M-V/def2-TZVPD.

The geometry in XYZ format:
```
15
Properties=species:S:1:pos:R:3:forces:R:3
C 0.994406 -0.720331 -0.245316 0.030 0.101 0.023
C 0.222266 0.244066 0.233205 -0.188 -0.223 -0.195
O 0.653410 1.308388 0.955194 -0.036 0.217 0.156
C -1.278395 0.275630 0.052710 0.226 -0.080 0.348
C -1.952257 -0.618089 1.086039 0.558 -0.186 0.128
F -1.646068 -0.298070 2.347627 -0.053 0.106 -0.252
F -1.645397 -1.915494 0.916246 -0.158 0.236 -0.086
N -3.473492 -0.501867 0.942975 0.410 -0.044 0.065
O -3.957711 -1.147365 0.054134 -0.309 -0.280 -0.434
O -4.021988 0.261807 1.685079 -0.383 0.365 0.324
H 2.058356 -0.723565 -0.085849 0.250 0.040 0.066
H 0.582217 -1.538825 -0.802288 -0.180 -0.140 -0.124
H 1.602116 1.244160 1.116802 -0.042 -0.059 -0.052
H -1.562092 -0.086106 -0.935999 -0.024 0.047 0.100
H -1.625457 1.299959 0.202024 -0.101 -0.100 -0.067
```
Forces are in eV/Å.

Results
- Structure (SMILES): C=C(O)CC(F)(F)[N+](=O)[O-]
- LUMO: -0.0022 hartree
- Strongest force on any atom: 0.62 eV/Å
- Kohn-Sham gap: 0.35207 hartree


Computed, not measured: a molecular structure, C31H50IrO3P2S in a non-equilibrium geometry, with ωB97M-V/def2-TZVPD.

The geometry in XYZ format:
```
88
Properties=species:S:1:pos:R:3:forces:R:3
Ir -0.544115 1.198363 0.780803 0.964 1.049 1.592
C 0.440051 2.645708 2.405383 -0.203 -0.419 -0.010
C -0.615932 3.304861 1.698298 -0.251 -0.570 -0.386
C -1.496396 1.377771 2.698248 -0.423 1.009 0.332
C -0.091628 1.471950 3.025597 -0.196 0.162 -0.274
C -1.828199 2.538817 1.894662 -0.248 -0.175 0.371
C 1.865738 3.064897 2.519082 0.332 -0.136 -0.051
H 2.130664 3.850372 1.805648 -0.073 -0.110 0.151
H 2.513989 2.196447 2.336082 -0.018 0.198 0.071
H 2.098420 3.420123 3.536082 -0.201 -0.046 -0.302
C 0.659199 0.574452 3.939150 0.325 -0.101 0.090
H 1.723496 0.802225 3.882738 -0.152 -0.271 -0.023
H 0.542778 -0.474193 3.654829 0.062 0.085 0.139
H 0.351867 0.702763 4.984870 -0.222 0.023 -0.220
C -2.440181 0.336366 3.209057 0.052 -0.013 -0.012
H -2.824049 0.589203 4.202488 0.094 0.099 -0.052
H -1.928073 -0.625563 3.297899 -0.129 0.070 -0.065
H -3.298932 0.239432 2.542962 0.059 -0.111 0.048
C -3.191871 2.940389 1.451562 -0.077 0.182 0.135
H -3.665586 3.573250 2.208790 -0.023 -0.056 -0.085
H -3.821467 2.061759 1.303813 -0.037 0.119 -0.087
H -3.135833 3.519634 0.527729 -0.145 -0.103 0.024
C -0.469249 4.543092 0.876004 0.036 0.215 0.065
H -0.640821 5.442270 1.478793 -0.019 -0.120 -0.020
H -1.186225 4.558363 0.050592 0.136 -0.002 0.082
H 0.546533 4.618572 0.473684 -0.239 -0.029 0.000
C 0.864863 -0.143838 0.094934 1.367 -0.435 -0.815
C 1.365994 1.151828 -0.231759 0.647 -1.190 0.401
C 1.267383 1.824217 -1.559915 -0.137 0.244 -0.161
C -0.137251 1.740838 -2.193156 0.190 0.558 -0.445
C -1.263932 1.542888 -1.200223 -0.641 -0.103 0.125
C -1.715342 0.283571 -0.684827 -0.353 0.266 -0.725
C -1.135844 -1.037967 -1.145419 -0.214 -0.396 0.332
C 0.378726 -1.123477 -0.954661 0.244 -0.249 -0.010
H 2.058344 1.434996 -2.217241 -0.189 -0.004 0.023
H -0.172841 1.006705 -3.012396 -0.060 -0.009 0.284
H 1.512024 2.883021 -1.403918 -0.004 -0.205 -0.058
H 0.945340 -0.977801 -1.881209 -0.183 0.085 -0.030
H 1.388000 -0.624707 0.932890 -0.117 0.374 -0.004
H 2.246296 1.441652 0.350653 -0.446 0.153 0.191
H 0.654871 -2.125016 -0.595228 -0.123 0.219 -0.203
H -1.593968 -1.835660 -0.541979 -0.028 0.204 -0.206
H -2.784783 0.263951 -0.428913 0.395 -0.088 0.050
H -1.419740 -1.226225 -2.189075 -0.063 0.015 -0.063
H -0.327521 2.721703 -2.649855 0.065 -0.344 -0.171
H -2.049642 2.312311 -1.252700 0.466 -0.217 0.208
P -2.340814 -2.888406 -4.306475 0.850 -1.264 -2.318
P -5.301725 -3.375141 -4.101137 -0.619 -1.157 -2.562
C -3.089456 -3.807586 -5.757280 -0.608 0.063 0.079
C -4.434197 -4.419351 -5.381541 0.513 -0.102 0.408
H -2.389901 -4.602864 -6.050761 -0.084 0.410 0.002
H -3.182347 -3.097834 -6.594885 -0.058 -0.237 0.313
H -5.083897 -4.489756 -6.264612 0.039 -0.138 0.374
H -4.318396 -5.424036 -4.947411 0.064 0.242 -0.197
C -6.702767 -4.550725 -3.883400 0.037 0.160 1.164
H -7.470757 -4.072298 -3.263057 0.032 -0.321 -0.167
H -6.326307 -5.447617 -3.375341 -0.271 0.170 -0.086
H -7.114137 -4.817756 -4.866792 0.212 0.182 0.253
C -6.126747 -2.290704 -5.346983 0.145 0.848 0.673
H -6.530787 -2.913361 -6.156728 0.136 0.141 0.338
H -5.407261 -1.568999 -5.750155 -0.260 -0.048 0.000
H -6.941229 -1.751400 -4.849177 0.152 0.052 -0.281
C -1.040743 -4.161305 -4.000829 -0.030 0.197 1.167
H -0.325690 -3.805067 -3.249882 -0.070 -0.214 -0.147
H -0.522527 -4.387700 -4.942958 -0.206 0.252 0.243
H -1.530675 -5.070747 -3.625055 0.222 0.214 -0.069
C -1.429542 -1.653465 -5.319856 -0.168 0.772 0.757
H -2.166386 -0.960968 -5.748256 0.268 -0.089 0.064
H -0.884082 -2.153425 -6.130810 -0.164 -0.053 0.297
H -0.735688 -1.084862 -4.687625 -0.087 -0.074 -0.271
C 7.777973 2.017670 6.631422 -0.575 -0.097 -0.322
C 6.883616 1.381953 5.596008 -1.232 2.854 2.767
C 7.397216 0.430824 4.708108 1.260 -3.531 -3.652
C 6.619656 -0.124679 3.692611 1.438 0.367 1.148
C 5.289275 0.270866 3.522553 0.968 -2.672 -3.153
C 4.738512 1.192543 4.434241 -0.877 3.068 3.296
C 5.529530 1.725174 5.457084 -1.132 -0.061 -0.750
S 4.405393 -0.366831 2.065418 1.169 0.306 1.652
O 4.690807 0.590770 0.991353 -0.515 -0.407 0.120
O 4.936402 -1.712485 1.898641 -0.320 0.603 -0.448
O 3.007902 -0.333635 2.528873 -0.342 0.136 -0.567
H 8.193504 1.280286 7.326646 0.020 -0.140 -0.064
H 8.637162 2.518631 6.170885 0.018 -0.059 -0.106
H 7.239533 2.760707 7.223748 -0.003 -0.067 -0.074
H 8.440539 0.120465 4.800742 -0.314 0.027 -0.023
H 7.036790 -0.868614 3.022745 -0.026 0.107 0.064
H 3.699727 1.491294 4.342216 0.146 -0.075 0.112
H 5.097367 2.436124 6.166863 0.052 -0.190 -0.271
```
Forces are in eV/Å.

Results
- Charge: +1
- LUMO (spin up / spin down): -0.1016 / -0.2657 hartree
- 2S+1: 5
- Strongest force on any atom: 5.23 eV/Å
- Kohn-Sham gap (spin up / spin down): 0.08360 / 0.08527 hartree